Entry 1:
Molecular formula: C8H87N2O37
Method: DFT, ωB97M-V/def2-TZVPD

Cartesian coordinates (Å):
C 0.4372 -0.7611 0.6270
C 0.6869 -0.3879 -0.8761
C 1.2987 1.0435 -1.1004
C -0.5627 -0.5428 -1.8038
C -1.8554 -0.0484 -1.1643
C -1.9011 1.0177 -0.1937
C -3.1934 1.4900 0.3947
N -4.3090 0.9048 0.0075
N -4.2120 -0.0771 -0.8509
C -3.1763 -0.6240 -1.4840
H 1.2269 -1.4343 1.0376
H 0.5421 0.1919 1.2155
H -0.5628 -1.1968 0.8414
H 1.4552 -1.1083 -1.2545
H 0.7384 1.8619 -0.6031
H 1.3568 1.2043 -2.2068
H 2.3631 0.9874 -0.7591
H -0.6727 -1.6057 -2.1300
H -0.3852 0.0508 -2.7390
H -0.9524 1.4835 0.1292
H -3.2603 2.3164 1.1328
H -5.1096 -0.5145 -1.0918
H -3.3045 -1.4729 -2.1970
O 1.9942 -3.5753 0.0657
H 2.9250 -3.4062 -0.1255
H 1.9586 -4.5324 0.2096
O 4.3783 -0.9184 -1.1937
H 4.8316 -0.3793 -1.8622
H 4.5089 -0.4333 -0.3693
O -4.5570 -1.2821 2.3400
H -4.1184 -0.7326 1.6846
H -4.3731 -0.8368 3.1771
O 1.9310 -1.7453 3.7515
H 1.0475 -1.3517 3.7030
H 1.7636 -2.6941 3.7398
O -3.7078 0.3781 5.0189
H -2.8574 0.2932 5.4682
H -4.1886 1.0283 5.5448
O 1.0383 4.2890 -0.8846
H 0.1628 4.6279 -1.1324
H 1.6129 5.0651 -0.9367
O -0.9167 3.8439 1.5576
H -0.3018 3.8433 2.3014
H -0.3559 3.6734 0.7890
O 3.1239 3.4565 -2.8487
H 2.4440 3.5239 -2.1628
H 3.7381 4.1723 -2.6499
O -2.8726 -1.3597 6.9876
H -3.7406 -0.9417 7.0106
H -3.0678 -2.3041 6.9880
O 4.1015 0.7045 -3.6418
H 3.5921 1.5284 -3.6026
H 3.4850 0.0679 -4.0229
O 2.6808 2.8593 -5.9094
H 3.1500 3.3907 -6.5648
H 2.8066 3.3439 -5.0866
O 4.0749 5.1827 -6.1288
H 4.7408 5.7280 -5.6951
H 3.4760 5.8224 -6.5322
O 1.9304 1.4318 4.9769
H 1.9598 0.5118 4.6845
H 2.4515 1.9043 4.3184
O -1.8140 4.1728 -1.8737
H -2.6681 4.6215 -1.8666
H -2.0401 3.2356 -1.8820
O -7.7032 0.8302 -0.4459
H -6.7791 0.9615 -0.6852
H -7.7768 -0.1205 -0.2976
O -4.2271 -2.0342 -3.9428
H -5.0981 -1.6146 -3.9526
H -4.4217 -2.9793 -3.9531
O 3.4606 1.9385 -9.0307
H 3.8724 1.7516 -8.1792
H 2.5588 2.2009 -8.8029
O 2.2159 -5.9947 1.6074
H 2.6438 -6.2024 2.4516
H 1.3113 -5.7717 1.8534
O -5.7423 2.0044 -3.0569
H -5.2969 1.7853 -2.2316
H -6.6315 2.2653 -2.7832
O -0.3276 3.1504 6.8859
H 0.0275 3.9532 6.4902
H 0.2621 2.4533 6.5692
O -1.2467 6.8220 0.2577
H -2.1074 7.2608 0.2676
H -1.4639 5.8814 0.2525
O 3.9213 -5.6979 3.8978
H 4.3515 -5.1280 3.2490
H 4.0425 -5.2281 4.7320
O -4.2765 8.1890 -0.7644
H -4.6374 9.0808 -0.7007
H -3.9406 8.1375 -1.6666
O -1.5498 -3.3569 0.1221
H -0.6143 -3.1969 -0.0668
H -1.6004 -4.3088 0.2682
O 7.1261 -1.7240 -0.1884
H 6.2549 -1.3756 -0.4352
H 7.7174 -0.9677 -0.2768
O 6.2747 -7.5396 5.3444
H 6.9222 -6.9747 5.7796
H 5.6369 -6.9194 4.9720
O 0.3670 -1.2856 -5.0506
H -0.5093 -0.8858 -5.0863
H 0.1922 -2.2339 -5.0633
O -4.6666 -4.2357 1.7612
H -5.5152 -4.5655 2.0784
H -4.7412 -3.2753 1.8508
O 2.7934 5.2921 1.4784
H 2.2654 6.0972 1.5436
H 2.1957 4.6504 1.0767
O -5.0670 4.5349 2.1591
H -5.0991 3.6196 1.8614
H -4.5707 4.9931 1.4710
O -7.4858 -1.6688 -4.0002
H -7.9762 -0.8431 -3.9126
H -8.1251 -2.2829 -4.3794
O -0.7816 -1.8522 4.5041
H -0.3669 -2.0621 5.3501
H -1.6861 -1.6125 4.7413
O 6.0978 -4.1155 4.9559
H 6.5175 -3.5476 4.2925
H 6.2236 -3.6431 5.7865
O 0.2224 1.9899 -9.2341
H -0.6493 2.3946 -9.2969
H 0.0415 1.0435 -9.2127
O 7.2699 -3.5410 2.3522
H 7.3218 -4.4630 2.0740
H 7.7505 -3.0613 1.6663
O -3.6731 -7.1319 3.0095
H -2.9727 -6.6232 3.4314
H -4.2788 -6.4605 2.6751
O 4.9586 -5.6006 -0.5677
H 4.2852 -5.5803 0.1236
H 5.5512 -4.8729 -0.3427

Properties
Total charge = +1
LUMO level = -4.676 eV
E_HOMO = -12.1 eV


Entry 2:
Molecular formula: CH7N7O2
Method: DFT, ωB97M-V/def2-TZVPD

Cartesian coordinates (Å):
C -0.3801 0.2572 -0.2028
N -1.0248 1.4069 -0.5670
N 1.7883 -0.4775 -0.5842
N 0.6220 -0.0592 -1.1394
N -1.7070 -0.2151 1.5849
N -1.0241 -0.7148 0.4886
N -0.4278 1.9708 -1.4811
N -0.3601 -1.9390 0.7013
O 0.7067 1.1226 -1.9421
O -0.5899 2.9823 -2.0626
H 0.7555 1.0772 1.1757
H 2.4999 -0.6095 -1.2931
H -2.1798 -0.9847 2.0480
H -1.0501 0.2479 2.2287
H -0.3016 -2.4392 -0.1791
H 2.0864 0.1708 0.1684
H 0.5864 -1.7970 1.0560

Properties
LUMO level = -0.210 eV
ΔE to the lowest compared entry with this formula, charge and spin = 2.764 eV
E_HOMO = -8.5 eV


What did the second record say?
Molecular formula: CH7N7O2
Method: DFT, ωB97M-V/def2-TZVPD

Cartesian coordinates (Å):
C -0.3801 0.2572 -0.2028
N -1.0248 1.4069 -0.5670
N 1.7883 -0.4775 -0.5842
N 0.6220 -0.0592 -1.1394
N -1.7070 -0.2151 1.5849
N -1.0241 -0.7148 0.4886
N -0.4278 1.9708 -1.4811
N -0.3601 -1.9390 0.7013
O 0.7067 1.1226 -1.9421
O -0.5899 2.9823 -2.0626
H 0.7555 1.0772 1.1757
H 2.4999 -0.6095 -1.2931
H -2.1798 -0.9847 2.0480
H -1.0501 0.2479 2.2287
H -0.3016 -2.4392 -0.1791
H 2.0864 0.1708 0.1684
H 0.5864 -1.7970 1.0560

Properties
LUMO level = -0.210 eV
ΔE to the lowest compared entry with this formula, charge and spin = 2.764 eV
E_HOMO = -8.5 eV


Which value of E_HOMO does entry 1 give? -12.1 eV


Among the records above, which one has the highest E_HOMO? CH7N7O2